1.
Formula: C20H36Cl2N2O3PSn
Source: the OMol25 dataset
Level of theory: ωB97M-V/def2-TZVPD

Calculated values
- LUMO level (alpha / beta): 2.4306 / 2.4329 eV
- Frontier orbital gap (alpha / beta): 2.951 / 3.257 eV
- HOMO (alpha / beta): -0.52 / -0.82 eV
- Charge: -1
- Energy relative to the best compared isomer or geometry (same formula, charge and spin): 412.3 kJ/mol

Geometry (Å):
O -0.10 -1.40 -3.76
C 0.96 -1.84 -3.32
C 1.20 -3.12 -2.62
C 0.52 -3.79 -1.57
H -0.10 -3.25 -0.84
C 0.68 -5.18 -1.44
H 0.12 -5.72 -0.67
C 1.50 -5.89 -2.31
H 1.59 -6.97 -2.25
C 2.26 -5.20 -3.25
H 2.93 -5.71 -3.93
C 2.15 -3.82 -3.37
H 2.75 -3.23 -4.07
H 1.93 -1.26 -3.16
C 2.80 0.44 -1.81
C 2.07 -0.42 -0.82
H 3.70 -0.03 -2.24
H 3.14 1.31 -1.23
H 2.16 0.79 -2.65
C 2.65 -1.51 -0.28
C 3.99 -1.29 0.36
H 2.17 -2.48 -0.14
H 4.67 -1.92 -0.24
H 3.99 -1.63 1.42
H 4.26 -0.21 0.28
Sn 0.70 0.41 0.52
Cl 0.60 -1.77 1.74
Cl 2.36 1.58 1.79
C -0.53 1.01 2.98
O -0.74 1.29 1.73
N -0.72 1.90 3.92
C -1.23 3.26 3.66
C -0.29 1.59 5.26
H -0.12 0.04 3.28
H -1.39 3.36 2.58
H -0.48 4.00 4.00
H -2.17 3.42 4.22
H 0.16 0.60 5.22
H -1.14 1.60 5.95
H 0.46 2.32 5.57
H -0.35 5.17 -2.06
H -1.31 4.09 -4.43
C 0.51 4.58 -2.36
C -0.42 3.44 -4.38
N 0.07 3.33 -3.01
H 1.13 4.38 -1.49
C 0.02 2.17 -2.38
O 0.32 2.09 -1.15
H -0.68 2.45 -4.76
H -0.28 1.29 -2.97
H 1.06 5.14 -3.10
H 0.36 3.88 -5.01
C -2.99 -1.06 0.76
P -2.08 -0.13 -0.51
C -2.85 -0.79 -2.02
C -3.02 1.42 -0.40
H -2.56 -2.06 0.86
H -4.04 -1.10 0.43
H -2.91 -0.53 1.72
H -3.94 -0.76 -1.89
H -2.54 -0.22 -2.90
H -2.51 -1.82 -2.19
H -4.01 1.22 -0.80
H -3.09 1.72 0.65
H -2.53 2.21 -0.97

How is the electron density shared among the atoms? According to Löwdin, the charges in e are: 0.00, -0.26, -0.20, -0.02, 0.09, -0.08, 0.10, -0.11, 0.09, -0.10, 0.09, -0.06, 0.12, 0.10, -0.20, -0.58, 0.08, 0.05, 0.04, -0.40, -0.15, 0.02, 0.06, 0.07, 0.06, 0.63, 0.03, -0.02, -0.45, -0.36, -0.21, -0.04, -0.06, 0.04, 0.08, 0.09, 0.08, 0.09, 0.08, 0.08, 0.09, 0.09, -0.02, -0.05, -0.17, 0.09, -0.29, -0.17, 0.09, 0.14, 0.08, 0.08, -0.29, 0.77, -0.30, -0.28, 0.03, 0.03, 0.03, 0.03, 0.03, 0.03, 0.03, 0.03, 0.03


2.
Formula: C20H36GaO6
Source: the OMol25 dataset
Level of theory: ωB97M-V/def2-TZVPD

Calculated values
- LUMO level: 1.8814 eV
- Frontier orbital gap: 5.681 eV
- HOMO: -3.80 eV
- Charge: -1

Geometry (Å):
C 10.32 0.72 1.37
C 8.90 1.56 1.23
C 8.42 2.13 -0.26
C 7.01 2.96 -0.31
C 6.11 3.23 1.07
C 4.68 4.07 0.82
Ga 3.32 2.59 0.18
C 6.58 2.69 2.55
C 8.01 1.85 2.61
H 10.24 -0.20 2.12
H 10.60 0.25 0.32
H 11.15 1.50 1.69
H 9.05 1.96 -1.26
H 6.63 3.35 -1.36
H 4.88 4.83 -0.06
H 4.33 4.61 1.79
H 3.00 1.65 1.47
H 1.97 3.21 -0.42
H 4.14 1.75 -0.95
H 5.93 2.87 3.51
H 8.45 1.44 3.63
O -0.64 2.93 -1.25
C -1.05 1.89 -1.78
O -0.29 0.78 -1.76
C -0.74 -0.52 -2.18
C -0.60 -0.69 -3.68
C -2.36 1.88 -2.51
H -1.76 -0.72 -1.83
H -0.09 -1.25 -1.68
H -1.22 0.03 -4.22
H -0.89 -1.70 -3.99
H 0.44 -0.51 -3.99
H -2.20 2.26 -3.53
H -3.06 2.52 -1.99
H -2.82 0.89 -2.56
O -1.75 -2.03 -0.12
C -2.00 -1.90 1.07
O -3.12 -1.27 1.47
C -3.59 -1.22 2.83
C -2.93 -0.09 3.59
C -1.01 -2.36 2.11
H -3.47 -2.19 3.32
H -4.67 -1.03 2.78
H -1.85 -0.23 3.66
H -3.33 -0.02 4.61
H -3.09 0.87 3.08
H -0.25 -1.59 2.24
H -0.54 -3.28 1.76
H -1.46 -2.59 3.07
O -5.35 -4.52 0.39
C -5.90 -3.61 -0.23
O -7.14 -3.78 -0.73
C -7.94 -2.74 -1.31
C -7.59 -2.53 -2.77
C -5.17 -2.33 -0.51
H -7.87 -1.82 -0.73
H -8.99 -3.07 -1.24
H -6.56 -2.21 -2.90
H -8.24 -1.77 -3.22
H -7.71 -3.47 -3.33
H -4.54 -2.46 -1.39
H -4.55 -2.08 0.36
H -5.83 -1.47 -0.66

How is the electron density shared among the atoms? According to Löwdin, the charges in e are: -0.17, -0.23, -0.06, -0.07, -0.23, -0.38, 0.17, -0.06, -0.07, 0.07, 0.06, 0.07, 0.08, 0.09, 0.04, 0.04, -0.16, -0.15, -0.14, 0.08, 0.07, 0.05, -0.50, 0.00, -0.25, -0.07, 0.00, 0.09, 0.12, 0.06, 0.08, 0.09, 0.09, 0.09, 0.06, 0.07, -0.47, -0.05, -0.23, -0.06, 0.02, 0.12, 0.12, 0.07, 0.08, 0.09, 0.11, 0.10, 0.07, 0.08, -0.49, -0.01, -0.23, -0.07, 0.02, 0.11, 0.12, 0.07, 0.08, 0.08, 0.11, 0.06, 0.08


3.
Formula: C20H36IrN4O7P2
Source: the OMol25 dataset
Level of theory: ωB97M-V/def2-TZVPD

Calculated values
- LUMO level (alpha / beta): -0.0356 / -0.4383 eV
- 2S+1: 2
- Frontier orbital gap (alpha / beta): 7.507 / 7.016 eV
- HOMO (alpha / beta): -7.54 / -7.45 eV
- Energy relative to the best compared isomer or geometry (same formula, charge and spin): 83.0 kJ/mol

Geometry (Å):
Ir 0.76 -1.18 -0.04
C 2.67 4.59 0.43
N 2.77 3.21 -0.02
C 4.14 2.78 -0.34
P 1.77 2.06 0.59
O 1.94 0.78 -0.13
O 0.32 2.73 0.31
P -0.82 1.81 -0.41
O -0.94 0.51 0.31
N -0.45 1.77 -2.01
C 0.43 2.81 -2.56
C -0.42 0.49 -2.73
N -2.19 2.69 -0.26
C -2.76 2.83 1.08
C -2.55 3.77 -1.18
N 1.83 1.93 2.22
C 1.25 2.93 3.10
C 2.25 0.69 2.88
H 3.27 4.77 1.33
H 1.64 4.85 0.64
H 3.04 5.25 -0.36
H 4.82 2.94 0.50
H 4.50 3.35 -1.20
H 4.15 1.72 -0.60
H 0.33 3.73 -2.00
H 0.15 2.99 -3.60
H 1.48 2.50 -2.52
H -0.23 -0.35 -2.08
H 0.39 0.52 -3.46
H -1.36 0.31 -3.25
H -2.39 2.03 1.72
H -3.84 2.75 1.03
H -2.50 3.79 1.53
H -2.15 3.56 -2.16
H -2.19 4.74 -0.83
H -3.64 3.81 -1.25
H 2.00 3.30 3.80
H 0.42 2.50 3.67
H 0.87 3.77 2.53
H 2.59 -0.04 2.16
H 1.42 0.26 3.44
H 3.07 0.90 3.57
O 4.30 -0.88 -1.90
C 3.37 -1.35 -1.29
O 2.13 -1.53 -1.62
C 3.63 -1.87 0.20
O 4.74 -2.27 0.47
O 2.57 -1.74 0.94
C -2.34 -2.13 -1.01
C -1.71 -2.90 0.17
C -2.30 -2.34 1.48
C -0.22 -2.69 0.24
C -2.01 -4.38 -0.03
C -1.31 -5.07 -1.02
C -1.57 -6.41 -1.28
C -2.56 -7.08 -0.56
C -3.25 -6.40 0.43
C -2.98 -5.06 0.70
H -2.23 -1.05 -0.85
H -3.40 -2.37 -1.08
H -1.86 -2.40 -1.95
H -1.97 -1.31 1.61
H -1.97 -2.92 2.35
H -3.39 -2.34 1.43
H 0.34 -3.56 0.60
H -0.54 -4.56 -1.58
H -1.00 -6.93 -2.04
H -2.77 -8.12 -0.76
H -4.00 -6.92 1.02
H -3.53 -4.57 1.48

How is the electron density shared among the atoms? According to Löwdin, the charges in e are: 1.36, -0.10, -0.29, -0.07, 0.50, -0.33, -0.27, 0.50, -0.33, -0.28, -0.09, -0.07, -0.29, -0.09, -0.09, -0.28, -0.09, -0.07, 0.09, 0.07, 0.09, 0.09, 0.09, 0.08, 0.08, 0.09, 0.09, 0.02, 0.10, 0.09, 0.08, 0.09, 0.09, 0.07, 0.09, 0.09, 0.09, 0.09, 0.06, 0.05, 0.09, 0.09, 0.08, -0.60, -0.17, -0.56, 0.09, -0.19, -0.04, -0.55, -0.05, -0.17, -0.20, -0.04, -0.07, -0.09, -0.08, -0.03, 0.05, 0.10, 0.09, 0.06, 0.10, 0.09, 0.09, 0.12, 0.10, 0.10, 0.10, 0.10


4.
Formula: C20H36N2O10S3
Source: the OMol25 dataset
Level of theory: ωB97M-V/def2-TZVPD

Calculated values
- LUMO level: -0.7327 eV
- Frontier orbital gap: 8.647 eV
- HOMO: -9.38 eV
- SMILES: NCCCC[C@@H]1OC(=O)O[C@H]1N=C=O.O=S1(=O)CCCC1.O=S1(=O)CCCC1.O=S1(=O)CCCC1
- Energy relative to the best compared isomer or geometry (same formula, charge and spin): 677.4 kJ/mol

Geometry (Å):
N 11.07 1.60 -0.02
C 10.25 2.28 -1.13
C 8.66 2.00 -0.84
C 8.24 0.42 -0.73
C 6.59 0.18 -0.88
C 5.70 1.48 -0.45
O 5.92 2.14 0.85
C 4.97 3.30 0.75
O 5.20 4.56 1.16
O 3.77 2.73 0.05
C 4.05 1.32 -0.33
N 3.42 0.76 -1.59
C 2.15 1.30 -1.80
O 1.22 2.16 -2.29
H 10.52 1.52 0.87
H 11.21 0.61 -0.35
H 10.64 1.95 -2.18
H 10.41 3.46 -1.07
H 8.43 2.49 0.22
H 7.99 2.48 -1.68
H 8.80 -0.16 -1.60
H 8.53 -0.08 0.31
H 6.29 -0.83 -0.37
H 6.43 0.04 -2.06
H 5.79 2.33 -1.24
H 3.94 0.72 0.68
C -1.41 -1.09 -2.29
C -2.26 -2.28 -1.83
C -1.55 -2.92 -0.64
S -0.63 -1.60 0.15
O 0.78 -1.89 0.03
O -1.25 -1.29 1.43
C -1.06 -0.33 -1.02
H -1.95 -0.46 -3.00
H -0.50 -1.45 -2.78
H -3.25 -1.93 -1.53
H -2.40 -3.01 -2.64
H -2.27 -3.34 0.07
H -0.84 -3.68 -0.95
H -0.22 0.35 -1.15
H -1.93 0.21 -0.63
C -6.06 3.62 0.24
C -4.87 3.18 1.09
C -4.55 1.74 0.70
S -5.07 1.55 -1.00
O -6.16 0.60 -1.04
O -3.90 1.42 -1.85
C -5.74 3.19 -1.18
H -6.22 4.70 0.30
H -6.97 3.13 0.59
H -4.01 3.82 0.87
H -5.09 3.26 2.16
H -3.48 1.53 0.78
H -5.11 1.02 1.31
H -6.61 3.16 -1.84
H -4.96 3.82 -1.62
C -4.73 -3.79 3.32
C -5.85 -2.81 2.99
C -5.94 -2.71 1.47
S -5.37 -4.28 0.83
O -4.14 -4.06 0.10
O -6.49 -5.01 0.27
C -4.96 -4.99 2.41
H -4.74 -4.08 4.38
H -3.76 -3.33 3.10
H -6.80 -3.18 3.39
H -5.67 -1.82 3.43
H -6.97 -2.54 1.14
H -5.29 -1.93 1.07
H -4.08 -5.63 2.32
H -5.82 -5.58 2.75

How is the electron density shared among the atoms? According to Löwdin, the charges in e are: -0.06, -0.27, -0.22, -0.21, -0.12, -0.24, -0.04, -0.20, 0.04, -0.02, -0.25, 0.14, 0.00, 0.01, 0.06, 0.06, 0.12, 0.12, 0.13, 0.11, 0.12, 0.12, 0.12, 0.13, 0.16, 0.19, -0.22, -0.21, -0.23, 0.67, -0.34, -0.34, -0.23, 0.12, 0.12, 0.11, 0.12, 0.06, 0.11, 0.07, 0.08, -0.23, -0.22, -0.22, 0.67, -0.32, -0.33, -0.23, 0.12, 0.12, 0.12, 0.12, 0.10, 0.10, 0.11, 0.11, -0.22, -0.22, -0.22, 0.69, -0.33, -0.32, -0.23, 0.12, 0.12, 0.12, 0.12, 0.11, 0.10, 0.11, 0.11


5.
Formula: C20H37F6IIrN7O4S4
Source: the OMol25 dataset
Level of theory: ωB97M-V/def2-TZVPD

Calculated values
- LUMO level (alpha / beta): -9.7276 / -12.8657 eV
- 2S+1: 2
- Frontier orbital gap (alpha / beta): 7.153 / 4.014 eV
- HOMO (alpha / beta): -16.88 / -16.88 eV
- Charge: +3
- Energy relative to the best compared isomer or geometry (same formula, charge and spin): 37.3 kJ/mol

Geometry (Å):
Ir -0.63 1.28 0.63
C -3.40 2.56 0.78
C -2.43 3.65 1.18
N -1.14 3.08 1.68
C -1.11 2.80 3.15
C -1.93 1.57 3.52
S -1.58 0.17 2.37
C -3.25 -0.29 1.73
C -3.41 0.17 0.27
N -2.69 1.45 0.09
H -3.93 2.15 1.63
H -4.15 2.97 0.10
H -2.19 4.26 0.31
H -2.87 4.30 1.94
H -0.43 3.79 1.49
H -0.07 2.67 3.45
H -1.51 3.66 3.69
H -1.66 1.22 4.52
H -3.00 1.76 3.51
H -3.35 -1.36 1.83
H -3.97 0.17 2.41
H -2.98 -0.56 -0.41
H -4.46 0.29 0.02
H -2.64 1.67 -0.92
F 2.97 4.19 -2.78
C 2.70 3.01 -2.29
F 3.54 2.71 -1.30
F 2.75 2.08 -3.21
S 1.00 3.05 -1.53
O 0.87 1.70 -0.89
O 1.00 4.08 -0.52
N 0.09 3.21 -2.77
S -1.43 2.76 -2.57
O -2.01 3.36 -1.37
O -1.63 1.33 -2.64
C -2.25 3.51 -4.07
F -1.62 3.11 -5.14
F -2.24 4.82 -3.96
F -3.49 3.05 -4.05
I 4.21 -0.58 4.03
C 2.93 0.56 2.90
C 3.17 1.81 2.33
N 2.06 2.17 1.67
N 1.11 1.22 1.76
C 1.64 0.24 2.52
H 4.03 2.45 2.36
H 1.96 2.97 1.02
H 1.07 -0.63 2.78
C -0.05 -5.25 -1.17
C -1.36 -5.38 -0.40
C -1.31 -4.86 1.04
C -1.13 -3.36 1.19
N 0.26 -2.95 0.96
C 0.74 -1.91 0.30
S -0.39 -0.79 -0.52
N 2.02 -1.76 0.11
C 2.74 -0.71 -0.64
C 3.95 -1.27 -1.37
C 3.64 -1.96 -2.69
C 2.81 -3.23 -2.57
H -0.10 -5.79 -2.11
H 0.79 -5.66 -0.61
H 0.18 -4.21 -1.42
H -1.66 -6.43 -0.36
H -2.16 -4.86 -0.93
H -0.52 -5.38 1.61
H -2.24 -5.12 1.55
H -1.40 -3.06 2.20
H -1.76 -2.82 0.47
H 0.95 -3.63 1.28
H 2.63 -2.47 0.50
H 3.05 0.05 0.08
H 2.03 -0.24 -1.34
H 4.50 -1.94 -0.70
H 4.62 -0.43 -1.55
H 4.60 -2.19 -3.18
H 3.14 -1.26 -3.36
H 3.24 -3.93 -1.84
H 2.76 -3.76 -3.52
H 1.78 -3.02 -2.27

How is the electron density shared among the atoms? According to Löwdin, the charges in e are: 1.08, -0.13, -0.13, -0.14, -0.20, -0.31, 0.94, -0.32, -0.22, -0.22, 0.11, 0.16, 0.11, 0.15, 0.13, 0.12, 0.15, 0.11, 0.09, 0.09, 0.10, 0.08, 0.16, 0.07, 0.22, -0.68, 0.15, 0.19, 0.68, -0.55, -0.27, -0.25, 0.70, -0.35, -0.30, -0.69, 0.20, 0.20, 0.19, 1.01, -0.76, -0.08, 0.04, -0.19, -0.22, 0.15, 0.14, 0.09, -0.09, -0.23, -0.18, -0.18, 0.07, -0.61, 1.00, 0.08, -0.17, -0.17, -0.23, -0.09, 0.09, 0.09, 0.04, 0.12, 0.12, 0.13, 0.13, 0.12, 0.10, 0.17, 0.18, 0.11, 0.09, 0.13, 0.13, 0.12, 0.12, 0.08, 0.09, 0.04


6.
Formula: C20H37FIN6O3PS2
Source: the OMol25 dataset
Level of theory: ωB97M-V/def2-TZVPD

Calculated values
- LUMO level: -1.3562 eV
- Frontier orbital gap: 8.223 eV
- HOMO: -9.58 eV
- SMILES: O=S(=O)(F)N(S)P(O)I.CCCC#N.CCCC#N.CCCC#N.CCCC#N.CCCC#N

Geometry (Å):
O -0.30 3.86 0.65
S 0.65 5.10 0.80
O 0.59 5.58 2.28
F 2.26 4.48 0.54
N 0.27 6.34 -0.38
S 1.06 7.86 -0.05
P -1.49 6.51 -0.64
O -2.41 6.21 0.81
I -2.01 4.71 -2.31
H 2.35 7.62 0.51
H -2.22 6.87 1.54
C -0.76 0.34 0.00
C -2.09 -0.24 0.46
C -2.84 -0.96 -0.66
C -3.15 0.01 -1.79
N -3.40 0.82 -2.72
H -0.90 1.10 -0.78
H -0.24 0.82 0.84
H -0.10 -0.44 -0.40
H -2.71 0.57 0.86
H -1.90 -0.95 1.27
H -3.78 -1.38 -0.28
H -2.24 -1.79 -1.06
C 3.91 0.34 0.80
C 4.28 -0.66 1.88
C 3.33 -1.86 1.94
C 1.92 -1.38 2.25
N 0.76 -0.98 2.51
H 2.92 0.78 0.98
H 4.63 1.16 0.77
H 3.89 -0.13 -0.19
H 4.30 -0.15 2.85
H 5.30 -1.02 1.69
H 3.66 -2.55 2.73
H 3.33 -2.40 0.99
C 7.08 -4.21 1.93
C 7.15 -5.15 0.73
C 6.98 -4.42 -0.61
C 5.63 -3.73 -0.65
N 4.50 -3.17 -0.69
H 6.10 -3.72 2.00
H 7.23 -4.77 2.86
H 7.85 -3.43 1.87
H 6.37 -5.91 0.83
H 8.11 -5.66 0.74
H 7.06 -5.13 -1.43
H 7.77 -3.67 -0.73
C -4.19 3.12 2.96
C -3.82 2.12 4.04
C -4.77 0.92 4.11
C -6.18 1.40 4.41
N -7.34 1.80 4.67
H -5.18 3.56 3.14
H -3.47 3.95 2.93
H -4.21 2.65 1.97
H -3.80 2.64 5.01
H -2.80 1.76 3.86
H -4.44 0.23 4.89
H -4.77 0.38 3.15
C -4.32 -0.96 -5.58
C -4.24 -2.48 -5.44
C -2.87 -3.04 -5.80
C -2.55 -2.71 -7.25
N -2.28 -2.43 -8.45
H -4.16 -0.64 -6.61
H -5.31 -0.60 -5.28
H -3.57 -0.47 -4.94
H -5.01 -2.93 -6.08
H -4.48 -2.76 -4.40
H -2.86 -4.13 -5.68
H -2.09 -2.62 -5.16

How is the electron density shared among the atoms? According to Löwdin, the charges in e are: -0.40, 0.74, -0.35, -0.26, -0.92, 0.66, 0.48, -0.40, 0.42, -0.07, 0.08, -0.13, -0.27, -0.19, -0.14, 0.11, 0.06, 0.05, 0.07, 0.10, 0.10, 0.11, 0.11, -0.11, -0.28, -0.21, -0.14, 0.12, 0.07, 0.07, 0.07, 0.11, 0.10, 0.11, 0.05, -0.11, -0.27, -0.19, -0.12, 0.13, 0.05, 0.08, 0.08, 0.11, 0.11, 0.12, 0.12, -0.11, -0.27, -0.20, -0.17, 0.10, 0.07, 0.07, 0.07, 0.11, 0.11, 0.11, 0.11, -0.12, -0.28, -0.20, -0.17, 0.10, 0.07, 0.08, 0.04, 0.11, 0.10, 0.11, 0.11


7.
Formula: C20H37LuN12O7
Source: the OMol25 dataset
Level of theory: ωB97M-V/def2-TZVPD

Calculated values
- LUMO level: -6.1111 eV
- Frontier orbital gap: 8.449 eV
- HOMO: -14.56 eV
- Charge: +2
- Energy relative to the best compared isomer or geometry (same formula, charge and spin): 11.9 kJ/mol

Geometry (Å):
Lu 0.56 0.01 -0.07
N -0.04 -2.28 0.74
C -0.81 -2.49 1.98
C -0.40 -1.45 3.00
N -0.59 -0.08 2.48
C -2.04 0.25 2.46
C -2.44 0.96 1.20
N -1.99 0.17 0.04
C 0.11 0.91 3.32
C 1.61 0.80 3.20
N 2.02 0.85 1.78
H -0.35 -2.90 0.00
H 0.92 -2.59 0.88
H -0.64 -3.48 2.39
H -1.87 -2.43 1.75
H 0.65 -1.60 3.23
H -0.96 -1.58 3.93
H -2.30 0.86 3.33
H -2.62 -0.67 2.55
H -1.98 1.94 1.13
H -3.52 1.11 1.20
H -2.37 0.57 -0.81
H -2.39 -0.77 0.09
H -0.18 0.82 4.37
H -0.21 1.91 2.99
H 1.97 -0.14 3.63
H 2.07 1.60 3.78
H 2.92 0.40 1.66
H 2.19 1.81 1.50
O 6.60 -3.84 -4.09
N 6.52 -2.69 -3.74
O 7.31 -1.81 -3.99
C 5.33 -2.32 -2.93
C 5.16 -1.03 -2.54
C 4.04 -0.72 -1.78
C 3.09 -1.67 -1.38
O 2.10 -1.40 -0.59
C 3.31 -2.96 -1.88
C 4.41 -3.30 -2.62
N 2.32 -4.03 -1.62
O 1.14 -3.70 -1.56
O 2.72 -5.17 -1.59
N 3.89 0.70 -1.40
O 2.91 1.04 -0.72
O 4.71 1.49 -1.77
H 5.88 -0.27 -2.81
H 4.55 -4.32 -2.95
C 1.48 2.55 -2.98
N 0.49 3.45 -2.38
C 0.00 4.49 -3.29
C 0.26 3.50 -1.04
N 0.21 2.38 -0.32
N 0.01 4.71 -0.48
C 0.80 5.90 -0.83
C -0.72 4.81 0.77
H 1.13 2.24 -3.96
H 1.64 1.68 -2.36
H 2.44 3.06 -3.10
H -0.37 4.00 -4.19
H 0.77 5.19 -3.59
H -0.82 5.04 -2.84
H 0.15 2.66 0.65
H 1.58 5.65 -1.54
H 1.28 6.28 0.07
H 0.17 6.69 -1.25
H -0.09 4.63 1.64
H -1.56 4.12 0.78
H -1.13 5.82 0.86
N -0.94 0.78 -3.06
C -1.10 0.41 -4.34
C -0.49 -0.81 -4.49
C 0.05 -1.10 -3.23
N -0.24 -0.13 -2.36
H -1.15 1.67 -2.63
H -1.64 1.04 -5.04
H -0.43 -1.41 -5.39
H 0.58 -1.98 -2.89

How is the electron density shared among the atoms? According to Löwdin, the charges in e are: 1.73, -0.06, -0.21, -0.17, -0.21, -0.18, -0.22, -0.05, -0.19, -0.20, -0.06, 0.09, 0.08, 0.13, 0.11, 0.12, 0.14, 0.14, 0.12, 0.08, 0.13, 0.08, 0.09, 0.14, 0.12, 0.12, 0.13, 0.09, 0.08, 0.12, -0.35, 0.11, -0.10, 0.11, -0.03, -0.27, -0.26, -0.04, 0.12, -0.31, 0.04, 0.15, -0.29, -0.09, 0.15, 0.15, 0.15, -0.04, -0.15, -0.03, -0.42, 0.01, -0.14, -0.02, -0.04, 0.09, 0.03, 0.11, 0.09, 0.10, 0.10, 0.01, 0.09, 0.10, 0.10, 0.10, 0.08, 0.11, -0.02, -0.06, -0.01, -0.10, -0.10, 0.13, 0.14, 0.12, 0.09